Entry 1:
Entry from the OMol25 dataset: a molecular structure, C46H61N6O3PS2V (wB97M-V/def2-TZVPD).

CARTESIAN COORDINATES (ANGSTROEM)
V 0.140 0.130 0.416
C 3.599 1.372 4.419
S 3.796 -0.176 3.505
C 2.668 0.093 2.179
S 1.066 0.688 2.538
N 3.134 -0.209 1.004
N 2.182 -0.069 0.020
C 2.567 -0.123 -1.192
C 1.539 0.041 -2.224
C 1.860 0.167 -3.566
C 0.841 0.387 -4.481
C -0.462 0.467 -4.027
C -0.702 0.322 -2.670
N 0.266 0.110 -1.783
H 4.259 1.292 5.282
H 2.577 1.500 4.764
H 3.913 2.215 3.807
H 3.611 -0.278 -1.447
H 2.893 0.102 -3.878
H 1.066 0.488 -5.535
H -1.291 0.620 -4.704
H -1.711 0.376 -2.281
N -5.924 -0.436 2.081
C -4.632 -0.275 1.712
C -4.157 -0.746 0.478
C -2.840 -0.555 0.147
N -1.961 0.098 0.924
C -2.411 0.529 2.112
C -3.705 0.372 2.541
H -6.537 -1.014 1.536
H -6.212 -0.222 3.019
H -4.807 -1.288 -0.197
H -2.450 -0.983 -0.770
H -1.685 1.001 2.761
H -3.993 0.730 3.521
O -0.041 2.128 -0.066
P 0.009 3.617 0.265
C -1.183 3.884 1.628
C -2.657 3.761 1.208
C -3.294 5.096 0.827
C -3.131 6.124 1.943
C -1.659 6.340 2.281
C -0.974 5.025 2.640
C -0.293 4.460 -1.324
C -1.446 3.798 -2.098
C -1.336 4.155 -3.585
C -0.878 5.610 -3.793
C -1.239 6.460 -2.580
C -0.451 5.997 -1.346
C 1.636 4.077 0.923
C 1.924 5.600 0.946
C 2.884 5.996 -0.174
C 4.251 5.327 0.008
C 4.108 3.914 0.596
C 2.763 3.299 0.223
H -0.917 2.962 2.164
H -3.206 3.359 2.066
H -2.769 3.023 0.408
H -4.351 4.939 0.605
H -2.843 5.486 -0.089
H -3.656 5.769 2.837
H -3.598 7.068 1.661
H -1.562 7.030 3.122
H -1.153 6.820 1.440
H -1.405 4.672 3.583
H 0.087 5.182 2.842
H 0.630 4.197 -1.863
H -2.399 4.149 -1.698
H -1.426 2.719 -1.963
H -2.306 3.994 -4.061
H -0.633 3.472 -4.070
H -1.320 6.020 -4.701
H 0.207 5.648 -3.937
H -2.315 6.390 -2.394
H -1.028 7.514 -2.764
H -0.948 6.354 -0.447
H 0.533 6.465 -1.361
H 1.589 3.704 1.953
H 2.383 5.854 1.905
H 1.006 6.187 0.895
H 2.991 7.081 -0.210
H 2.462 5.698 -1.138
H 4.882 5.935 0.659
H 4.759 5.280 -0.957
H 4.172 3.952 1.689
H 4.926 3.273 0.266
H 2.718 2.262 0.534
H 2.637 3.311 -0.867
C -4.430 -3.779 -4.877
C -3.000 -3.466 -4.522
C -2.094 -3.165 -5.534
C -0.769 -2.883 -5.240
C -0.336 -2.923 -3.927
C -1.229 -3.217 -2.898
N -0.752 -3.182 -1.573
C -0.822 -4.235 -0.661
C -1.115 -5.528 -1.108
C -1.178 -6.587 -0.223
C -0.936 -6.393 1.132
C -0.638 -5.122 1.580
C -0.576 -4.033 0.710
C -0.282 -2.707 1.336
O -0.357 -2.523 2.528
O 0.046 -1.736 0.484
C -2.579 -3.474 -3.184
C -3.563 -3.737 -2.077
H -4.564 -3.789 -5.957
H -5.120 -3.040 -4.462
H -4.731 -4.754 -4.489
H -2.432 -3.163 -6.563
H -0.069 -2.665 -6.038
H 0.707 -2.758 -3.679
H -0.086 -2.465 -1.338
H -1.279 -5.691 -2.165
H -1.402 -7.578 -0.600
H -0.975 -7.223 1.824
H -0.450 -4.931 2.628
H -3.654 -4.804 -1.860
H -4.556 -3.375 -2.342
H -3.246 -3.259 -1.150

As for the expectation value of S²: 2.013. For the energy above the lowest of the compared OMol25 structures with the same formula, charge and spin, the calculation gives 0.5408 eV. The charge is +1. The highest occupied orbital energy (spin up / spin down) comes out at -9.5 / -9.5 eV. The calculation puts the orbital gap (spin up / spin down) at 6.226 / 6.126 eV. The spin multiplicity is 3. The total energy is -120424.039 eV. The value obtained for the maximum force is 0.0109 hartree/bohr.

These are the Löwdin partial charges, in e, on atoms 1 to 4: atom 1 (V): 0.761, atom 2 (C): -0.404, atom 3 (S): 0.870, atom 4 (C): -1.021

---

Entry 2:
Entry from the OMol25 dataset: a molecular structure, C46H61N7P2SbTi in a non-equilibrium geometry (wB97M-V/def2-TZVPD).

CARTESIAN COORDINATES (ANGSTROEM)
Ti 1.462 -1.054 -0.149
C 0.970 -3.916 2.564
C 1.697 -4.273 1.341
C 2.096 -5.642 1.164
C 2.767 -6.073 0.025
C 3.009 -5.044 -0.912
C 2.571 -3.722 -0.736
N 1.892 -3.331 0.368
Sb 3.751 -2.382 -2.068
C 4.454 -1.451 -0.216
C 5.835 -1.334 -0.132
C 6.400 -0.790 0.996
C 5.584 -0.363 1.983
C 4.185 -0.565 1.890
C 3.358 -0.355 3.141
N 3.601 -0.984 0.725
C 2.545 -0.617 -2.500
C 2.585 -0.169 -3.819
C 2.522 1.187 -4.075
C 2.675 2.020 -2.973
C 2.598 1.539 -1.646
C 2.908 2.502 -0.476
N 2.457 0.229 -1.433
H -0.056 -4.217 2.523
H 1.051 -2.787 2.695
H 1.431 -4.324 3.458
H 1.890 -6.340 1.984
H 3.155 -7.094 -0.141
H 3.635 -5.355 -1.719
H 6.432 -1.659 -0.956
H 7.440 -0.774 1.012
H 6.047 0.036 2.889
H 3.597 0.672 3.519
H 3.647 -1.007 3.919
H 2.246 -0.474 2.984
H 2.560 -0.827 -4.642
H 2.496 1.530 -5.050
H 2.780 3.084 -3.179
H 1.992 3.028 -0.223
H 3.709 3.166 -0.818
H 3.327 1.852 0.290
N 0.427 0.225 0.474
P -0.695 1.549 0.597
N -0.219 2.505 1.845
C 0.922 2.165 2.682
C 1.143 3.272 3.683
C 0.912 4.648 3.065
C -0.620 4.774 2.840
C -1.186 3.418 2.448
N -0.551 2.351 -0.850
C -0.616 1.680 -2.131
C -1.325 2.550 -3.205
C -0.547 3.867 -3.408
C -0.228 4.516 -2.046
C -0.878 3.776 -0.896
N -2.246 1.055 0.874
C -3.210 0.751 -0.156
C -4.519 1.542 -0.091
C -5.176 1.393 1.304
C -4.074 1.737 2.316
C -2.849 0.867 2.205
H 1.804 2.103 2.053
H 0.867 1.136 3.114
H 2.141 3.187 4.113
H 0.372 3.181 4.476
H 1.500 4.660 2.125
H 1.221 5.385 3.691
H -0.864 5.497 2.044
H -1.148 5.085 3.745
H -1.982 3.593 1.718
H -1.533 2.981 3.358
H -1.102 0.706 -2.081
H 0.392 1.559 -2.533
H -2.407 2.678 -2.888
H -1.305 2.003 -4.195
H -1.097 4.468 -4.155
H 0.328 3.501 -3.963
H -0.510 5.560 -2.104
H 0.834 4.529 -1.798
H -1.973 3.895 -0.810
H -0.535 4.273 0.025
H -3.480 -0.255 -0.079
H -2.836 0.848 -1.179
H -5.139 1.192 -0.942
H -4.449 2.615 -0.187
H -5.492 0.397 1.427
H -5.984 2.019 1.435
H -4.539 1.692 3.307
H -3.874 2.872 2.194
H -3.160 -0.212 2.301
H -2.136 1.079 2.950
C -0.374 -4.253 -1.588
P -0.733 -2.469 -1.027
C -1.713 -1.948 -2.451
C -0.958 -1.588 -3.544
C -1.625 -1.443 -4.751
C -2.953 -1.755 -4.846
C -3.710 -2.035 -3.706
C -3.083 -2.151 -2.498
C -1.764 -2.821 0.431
C -1.478 -2.178 1.649
C -2.136 -2.575 2.820
C -3.117 -3.567 2.788
C -3.535 -4.012 1.546
C -2.881 -3.607 0.425
H -1.314 -4.798 -1.676
H 0.236 -4.726 -0.865
H 0.142 -4.265 -2.566
H 0.133 -1.292 -3.472
H -1.091 -1.155 -5.661
H -3.534 -1.612 -5.767
H -4.730 -2.252 -3.839
H -3.605 -2.485 -1.619
H -0.713 -1.406 1.629
H -1.923 -1.986 3.709
H -3.615 -3.730 3.725
H -4.332 -4.716 1.386
H -3.275 -3.975 -0.549

The charge is +3. The highest occupied orbital energy comes out at -16.1 eV. The calculation puts the orbital gap at 7.447 eV. The spin multiplicity is 1. The total energy is -107330.757 eV. The value obtained for the maximum force is 0.0676 hartree/bohr.

These are the Löwdin partial charges, in e, on atoms 1 to 4: atom 1 (Ti): 0.819, atom 2 (C): -0.017, atom 3 (C): -0.276, atom 4 (C): 0.024